# 1
C16H48O16 | ωB97M-V with the def2-TZVPD basis set

Structure (XYZ):
```
80
Properties=species:S:1:pos:R:3:forces:R:3
O -6.655075 -1.282417 1.821448 2.3 -0.4 0.7
C -6.064081 0.053661 2.214670 -3.6 -2.9 0.4
C -5.114408 0.381791 1.175818 -3.4 5.6 -2.4
O -4.675495 1.784423 1.154913 -3.6 2.3 -1.9
H -5.922759 -1.954074 1.850674 -1.0 0.8 0.0
H -7.027058 0.500506 2.114987 -0.3 1.7 0.1
H -5.802060 0.055928 3.300542 0.5 0.1 -1.0
H -5.322353 0.296946 0.123926 -1.2 -1.4 -0.1
H -4.291985 -0.035673 1.334857 7.1 -4.2 1.3
H -5.446740 2.289127 0.550718 3.2 -1.8 2.7
O 6.981989 -0.718338 1.475580 -2.8 3.1 5.5
C 5.714709 -1.194710 1.209864 -1.3 0.4 -4.4
C 4.691018 -0.889971 2.289054 1.6 -3.1 0.5
O 3.315765 -1.185290 2.103672 0.9 -0.4 -1.9
H 7.531060 -0.981312 0.844374 3.6 -1.7 -4.1
H 5.475086 -0.904294 0.058749 -0.5 0.4 2.6
H 5.859208 -2.182409 0.989440 -0.3 -3.3 0.3
H 4.868422 0.111904 2.383179 0.0 2.9 1.2
H 4.967201 -1.507108 3.199914 0.4 1.1 -0.8
H 3.020906 -0.746303 2.872603 -1.6 0.5 1.2
O 1.160772 3.451271 -4.701343 -4.8 -2.8 -3.3
C 0.738807 3.578805 -3.354181 1.4 3.9 -0.2
C 1.803279 3.130202 -2.378770 3.2 -0.4 0.8
O 1.424490 3.178126 -1.031663 -1.4 0.4 0.7
H 0.157745 3.215641 -5.241007 4.9 1.1 2.1
H 0.647660 4.735203 -3.417784 -0.2 -1.5 1.7
H -0.209687 3.184846 -3.107899 -1.0 -0.8 0.2
H 2.763977 3.737443 -2.342727 -1.2 0.0 -1.2
H 2.250689 2.109360 -2.524624 -1.0 0.5 -0.8
H 1.742408 2.368354 -0.617160 -0.1 -0.2 0.1
O 3.271578 -1.955568 -2.190814 2.0 0.6 -1.4
C 3.927100 -1.198094 -3.312101 2.6 -2.7 1.1
C 5.195169 -0.433556 -2.789986 -1.0 1.7 2.5
O 5.875433 0.450946 -3.681148 -0.4 -0.8 -0.1
H 3.946801 -2.605970 -1.874697 -0.9 0.7 -0.3
H 4.265760 -1.851712 -4.171391 -0.3 0.0 1.1
H 3.189788 -0.632901 -3.762142 -1.5 1.8 -0.3
H 5.997664 -1.110700 -2.324071 -1.4 0.6 -0.7
H 4.777784 0.299140 -1.921154 1.0 -1.9 -1.5
H 5.410554 0.464037 -4.519227 0.0 0.1 -0.2
O -1.375572 -0.582297 1.013971 2.9 -0.7 3.4
C -0.209956 0.187885 0.993131 3.0 2.2 -1.1
C 0.735869 -0.063049 -0.295126 -4.7 -1.3 -0.7
O 1.934505 0.573352 -0.351956 -2.4 4.0 2.8
H -1.971694 -0.413679 0.355327 -2.2 1.6 -3.2
H -0.387853 1.306651 1.008384 -0.3 -1.2 0.1
H 0.498064 0.004510 1.835601 -1.2 -0.3 -0.1
H 0.130114 0.310425 -1.145544 0.0 -0.1 0.2
H 0.712586 -1.162957 -0.465608 0.9 0.5 0.3
H 2.559394 0.040652 -0.663605 4.2 -3.7 -1.9
O -4.455457 2.696671 3.945439 -1.5 0.3 -1.3
C -3.080425 2.499751 4.343855 -1.9 -1.7 -3.0
C -2.112693 3.068560 3.274135 -1.5 3.9 0.2
O -0.847165 2.640647 3.481161 0.5 -3.4 1.0
H -4.774342 2.176960 3.125299 1.6 1.3 1.7
H -3.038644 3.084122 5.274329 0.5 -1.2 0.1
H -3.144726 1.317953 4.180044 1.9 2.2 1.7
H -2.043426 4.272731 3.154452 -0.8 -2.2 1.1
H -2.474256 2.864574 2.298307 -0.6 -1.0 -1.1
H -0.254175 3.311430 3.317278 2.0 2.1 -0.5
O 1.902382 -3.777116 0.608360 1.1 -0.3 -0.2
C 0.771256 -3.538996 1.322671 -3.8 -2.5 1.1
C -0.328177 -3.654186 0.223826 -1.8 1.8 2.0
O -1.575268 -3.110105 0.725268 0.5 0.7 -0.2
H 2.503402 -3.190998 1.008547 2.1 1.1 0.4
H 0.631969 -4.236825 2.314126 0.1 0.7 -2.6
H 0.535993 -2.621165 1.822452 1.0 1.5 -0.2
H -0.617467 -4.651338 0.040750 0.5 -1.3 -1.0
H -0.112938 -2.986549 -0.641567 0.7 -1.2 0.2
H -1.393948 -2.123185 0.740679 -0.5 -1.4 0.5
O -4.222794 -2.483562 -2.717596 -1.8 -2.6 0.7
C -3.372390 -1.732003 -1.923147 2.7 -1.1 -2.6
C -3.220584 -0.286812 -2.370385 -0.1 1.1 -2.0
O -2.628357 0.437881 -1.326771 1.5 -5.4 1.9
H -4.235603 -3.408243 -2.262522 -0.2 2.4 -1.5
H -3.548616 -1.704224 -0.945266 -2.0 0.2 4.3
H -2.487531 -2.440828 -1.871268 0.6 1.9 -0.4
H -4.220841 0.329353 -2.526045 1.5 -2.1 -0.6
H -2.493139 -0.268813 -3.268945 -1.6 0.3 0.9
H -2.728615 1.305562 -1.437135 -0.6 5.4 -0.7
```
Positions in Å, forces in eV/Å.

Summary:
Structure (SMILES) = OCCO.OCCO.OCCO.OCCO.OCCO.OCCO.OCCO.OCCO
Energy relative to the best compared isomer or geometry (same formula, charge and spin) = 1044.6 kJ/mol
Kohn-Sham gap = 9.43 eV
HOMO level = -9.4 eV
DFT total energy = -1841.74513 Ha

Atom charges from the Löwdin analysis, given in e for atoms 1 to 2: -0.103, -0.173


# 2
C34H42Br4ClGaO4PSbSi3 | ωB97M-V with the def2-TZVPD basis set

Structure (XYZ):
```
91
Properties=species:S:1:pos:R:3:forces:R:3
Ga -0.530100 -0.160861 -0.205365 -0.1 -0.6 -0.3
Br -2.991732 2.680194 -5.848850 0.0 0.0 0.0
C -1.955872 2.313495 -4.316296 0.0 0.0 0.0
C -0.742865 2.954151 -4.113101 0.0 0.0 0.0
Br -0.101729 4.223258 -5.351836 0.0 0.0 0.0
C 0.021481 2.646831 -2.979464 0.0 0.0 0.0
Br 1.678018 3.484098 -2.625430 0.0 -0.1 0.0
C -0.421827 1.716828 -2.058720 0.0 -0.1 0.0
O 0.285162 1.353941 -0.985894 -0.1 0.1 0.1
C -1.683806 1.092330 -2.239620 0.0 0.0 0.1
O -2.072579 0.253054 -1.285520 0.0 0.1 -0.1
C -2.417779 1.381025 -3.378025 0.0 0.0 0.0
Br -4.033997 0.436046 -3.618152 0.0 0.0 0.1
Cl 1.313111 1.847877 1.916155 0.0 0.0 0.0
C 2.898430 1.142718 1.985474 -0.1 0.1 0.0
C 3.852173 1.816969 2.738808 0.0 0.0 0.0
C 5.134914 1.311295 2.826975 0.0 0.0 0.0
C 5.463151 0.136523 2.161054 0.0 0.0 0.0
C 4.502189 -0.517771 1.415163 0.0 0.0 0.0
C 3.194311 -0.034765 1.311778 0.0 0.0 0.0
P 1.989914 -0.980530 0.294661 -0.1 0.0 0.3
C 2.967649 -1.297852 -1.206530 0.0 0.1 0.0
C 2.923239 -0.323980 -2.201515 0.1 -0.1 0.0
C 3.688566 -0.463542 -3.348362 0.0 0.0 0.0
C 4.490151 -1.583105 -3.515672 0.0 0.0 0.0
C 4.535011 -2.557914 -2.529182 0.0 0.0 0.0
C 3.781366 -2.415578 -1.373707 0.0 0.0 0.0
C 1.966402 -2.580237 1.174435 0.0 0.0 -0.1
C 2.100067 -2.644758 2.558422 0.0 0.0 0.0
C 1.962478 -3.854448 3.226057 0.0 0.0 0.0
C 1.705282 -5.015885 2.515735 0.0 0.0 0.0
C 1.581783 -4.964051 1.132966 0.0 0.0 0.0
C 1.704105 -3.755644 0.468616 -0.1 0.0 0.0
H 3.577555 2.734372 3.240151 0.0 0.0 0.0
H 5.878389 1.837454 3.410530 0.0 0.0 0.0
H 6.465625 -0.264932 2.218612 0.0 0.0 0.0
H 4.768615 -1.427492 0.892583 0.0 0.0 0.0
H 2.293479 0.541931 -2.071976 -0.1 0.1 0.0
H 3.646189 0.302643 -4.111589 0.0 0.0 0.0
H 5.079884 -1.699102 -4.415933 0.0 0.0 0.0
H 5.158561 -3.433310 -2.657708 0.0 0.0 0.0
H 3.822917 -3.184651 -0.611916 0.1 0.1 -0.1
H 2.320819 -1.748519 3.125009 0.0 -0.1 0.0
H 2.065311 -3.885917 4.303090 0.0 0.0 0.0
H 1.605814 -5.960168 3.034747 0.0 0.0 0.0
H 1.389007 -5.868336 0.570476 0.0 0.0 0.0
H 1.618439 -3.727289 -0.610221 -0.1 0.0 0.0
C -3.083505 2.977175 0.537263 0.0 0.0 0.0
Si -3.961716 1.562989 1.384225 0.2 0.1 0.0
C -4.767740 2.127936 2.977975 0.0 0.0 0.0
C -5.207448 0.703953 0.307303 0.0 0.0 0.0
Sb -2.080893 -0.075571 1.984172 0.2 0.2 0.2
Si -1.274380 0.675915 4.309392 0.0 -0.1 0.0
C -2.579920 0.316955 5.604801 0.0 0.0 0.0
C -0.943168 2.524104 4.367364 0.0 0.0 -0.1
C 0.255069 -0.344562 4.662959 0.0 0.0 0.0
Si -3.139099 -2.405843 2.198861 -0.2 0.1 0.0
C -1.839909 -3.604520 2.791842 0.0 0.0 0.0
C -4.513288 -2.268591 3.470288 0.0 0.0 0.0
C -3.920119 -2.881965 0.569754 0.0 0.0 0.0
H -3.796825 3.668842 0.082548 0.0 0.0 0.0
H -2.429717 2.606056 -0.253788 0.0 0.0 0.0
H -2.477580 3.539368 1.251215 0.0 0.0 0.0
H -5.618951 2.774276 2.747952 0.0 0.0 0.0
H -4.076908 2.697923 3.601859 0.0 0.0 0.0
H -5.137880 1.282881 3.561117 0.0 0.0 0.0
H -5.897072 1.440710 -0.113491 0.0 0.0 0.0
H -5.793134 -0.015099 0.885035 0.0 0.0 0.0
H -4.718942 0.189074 -0.517755 0.0 0.0 -0.1
H -3.426284 0.999804 5.520311 0.0 0.0 0.0
H -2.131728 0.464338 6.591961 0.0 0.0 0.0
H -2.960814 -0.701171 5.564934 0.0 0.0 0.0
H -1.370621 3.063336 3.521101 0.0 0.0 0.0
H 0.124974 2.735330 4.383677 0.0 0.0 0.0
H -1.389555 2.927878 5.278939 0.0 0.0 0.0
H -0.023590 -1.370927 4.912259 0.0 0.0 0.0
H 0.816797 0.069836 5.503967 0.0 0.0 0.0
H 0.916636 -0.378939 3.796878 -0.1 0.1 0.1
H -1.512916 -3.362079 3.805250 0.0 0.0 0.0
H -0.970453 -3.606418 2.134030 0.0 0.0 0.0
H -2.264682 -4.612289 2.808262 0.0 0.0 0.0
H -4.161869 -1.892526 4.429202 0.0 0.0 0.0
H -4.940691 -3.260670 3.642041 0.0 0.0 0.0
H -5.318398 -1.618300 3.123152 0.0 0.0 0.0
H -3.226413 -3.454636 -0.040870 0.0 0.0 0.0
H -4.221062 -2.007132 -0.006803 0.0 0.0 0.0
H -4.810131 -3.487275 0.761279 0.0 0.0 0.0
O -1.020709 -2.195547 -0.176806 0.0 0.2 0.0
C -0.685950 -2.387959 -1.390194 0.1 0.0 -0.1
O -0.056423 -1.531180 -2.021643 0.1 0.0 -0.1
H -0.966265 -3.338765 -1.865139 0.0 0.0 0.1
```
Positions in Å, forces in eV/Å.

Summary:
Kohn-Sham gap = 7.53 eV
HOMO level = -7.2 eV
DFT total energy = -15753.09972 Ha

Atom charges from the Löwdin analysis, given in e for atoms 1 to 2: 0.131, 0.705


# 3
C4H8O2 | ωB97M-V with the def2-TZVPD basis set

Structure (XYZ):
```
14
Properties=species:S:1:pos:R:3:forces:R:3
O -2.035537 0.497914 -0.477920 0.0 0.2 0.0
C -1.474338 -0.685852 0.031996 0.0 -0.3 0.1
C -0.059015 -0.436012 0.519612 -0.1 -0.4 -0.2
C 0.877268 -0.209562 -0.647784 0.1 0.0 -0.2
C 1.467651 0.887609 0.240197 0.2 0.1 -0.1
O 0.248745 0.885934 1.032996 -0.1 0.0 0.1
H -1.541927 1.220771 -0.058754 -0.2 0.0 0.0
H -2.136899 -1.171839 0.756853 0.1 0.3 0.1
H -1.325474 -1.401471 -0.793351 -0.3 0.1 0.1
H 0.282114 -1.196785 1.235295 -0.1 0.0 -0.2
H 1.396424 -1.091362 -1.021106 0.5 0.3 0.1
H 0.303076 0.257407 -1.454054 0.1 -0.2 0.0
H 1.670347 1.862801 -0.214154 -0.1 -0.1 0.1
H 2.327561 0.580446 0.850175 -0.2 0.0 -0.1
```
Positions in Å, forces in eV/Å.

Summary:
Energy relative to the best compared isomer or geometry (same formula, charge and spin) = 208.9 kJ/mol
Kohn-Sham gap = 11.16 eV
HOMO level = -10.1 eV
DFT total energy = -307.63287 Ha

Atom charges from the natural (NBO) analysis, given in e for atoms 1 to 2: -0.717, -0.078


What is the DFT total energy in the first record? -1841.74513 Ha


Which of these has the lowest DFT total energy? C34H42Br4ClGaO4PSbSi3


Look up the Kohn-Sham gap of the first one. 9.43 eV